(1)
ORCA calculation (wB97M-V/def2-TZVPD) on a 2-piece molecular cluster, C2H3N4 overall.

total charge = -1
LUMO level = 4.113 eV
relative energy (zero: lowest compared OMol25 entry of this formula, charge and spin) = 36.98 kcal per mole

Geometry (Å):
C -0.7775 -1.4301 -0.3463
C -1.0852 -0.4192 0.6190
N 1.1400 0.9160 0.0846
N -0.6861 -2.1813 -1.2146
N 1.9986 1.4828 -0.4953
N 2.9205 1.8494 -1.0892
H -0.5477 0.5254 0.1135
H -2.2444 -0.2260 0.7712
H -0.7181 -0.5170 1.5572

Cartesian forces, eV/Å:
C -0.774 -0.747 -0.228
C -3.033 3.048 -3.020
N 0.214 1.028 0.161
N 0.256 -0.048 0.154
N 0.422 -1.504 -0.113
N 0.207 0.988 -0.213
H -1.060 -1.520 1.390
H 2.136 -0.691 -0.752
H 1.631 -0.555 2.621

---

(2)
ORCA calculation (wB97M-V/def2-TZVPD) on C2H3N4 as an isolated structure.

total charge = +1
LUMO level (alpha / beta) = -6.998 / -6.999 eV
relative energy (zero: lowest compared OMol25 entry of this formula, charge and spin) = 31.14 kcal per mole

Geometry (Å):
C 1.0223 1.4073 -0.2109
C -0.0693 -0.2251 -0.1913
N 0.6874 -0.0012 -1.3005
N 1.2820 1.3561 -1.4232
N 0.2569 0.8914 0.7270
N -0.7907 -1.2668 0.1582
H -0.1402 1.1260 1.6047
H -1.1367 -1.9706 -0.5066
H -1.1115 -1.3171 1.1425

Cartesian forces, eV/Å:
C 0.598 0.808 -1.637
C 1.703 2.193 0.765
N -1.684 -1.507 0.652
N 0.134 0.823 2.162
N -0.825 -3.186 -2.760
N -0.661 -0.396 0.834
H 0.057 0.867 0.830
H 0.467 0.554 0.359
H 0.212 -0.156 -1.206

---

(3)
ORCA calculation (wB97M-V/def2-TZVPD) on an isolated ion of composition C2H3N4O and charge -1.

total charge = -1
LUMO level (alpha / beta) = 4.403 / 4.403 eV
relative energy (zero: lowest compared OMol25 entry of this formula, charge and spin) = 85.95 kcal per mole
SMILES string = C/C(N=O)=N/N=[N-]

Geometry (Å):
C 0.0016 0.0622 -0.0726
C 1.4540 -0.3675 0.0289
N 2.0304 -1.5796 0.1916
O 1.2680 -2.6260 0.0174
N 2.3286 0.6791 -0.0625
N 3.4715 0.6240 -0.0437
N 4.6047 0.7255 -0.0428
H 0.0867 1.1664 -0.3871
H -0.4410 -0.0331 0.8906
H -0.7938 -0.4890 -0.7655

Cartesian forces, eV/Å:
C -0.440 0.381 -2.138
C -0.468 -3.908 -0.034
N -1.763 1.370 -1.070
O 0.190 0.622 0.615
N -4.702 2.276 -0.037
N 5.600 -0.084 0.140
N 0.532 -0.146 0.000
H -0.639 -1.591 0.554
H -0.526 0.220 0.991
H 2.215 0.860 0.977

---

The E results, record by record, are as follows: -296.99317 -296.57574 -372.15578 Eh.
The max |F| results, record by record, are as follows: 5.3 4.3 5.6 eV/Å.